Record 1
Here is C33H22ClN4O4STi as an isolated structure at a distorted geometry from the OMol25 dataset. Energies are from ωB97M-V with the def2-TZVPD basis set.

Values from the calculation:
Energy above the lowest of the compared OMol25 structures with the same formula, charge and spin (eV): 1.6318
Largest force on an atom (eV/Å): 3.46
Kohn-Sham gap (alpha / beta) (Ha): 0.17869 / 0.23644
HOMO energy (alpha / beta) (eV): -3.16 / -5.02
DFT total energy (a.u.): -3498.77244

ORCA input file:
```
! wB97M-V def2-TZVPD RIJCOSX def2/J DEFGRID3
* xyz -1 3
H -0.86 -0.21 -5.76
H 0.90 -4.10 -0.15
Cl 3.35 2.76 -5.46
C -1.00 0.01 -3.57
C 2.71 1.29 2.05
C 0.12 -0.55 3.69
C -4.93 1.20 0.98
H 0.35 -2.22 -5.65
C 1.43 0.02 3.46
C -4.28 0.29 1.83
H 3.56 0.14 -4.39
S -0.75 -1.88 0.42
C 1.84 0.83 -1.60
H 0.28 -1.16 5.74
N 1.58 0.67 2.30
C -0.06 -1.63 -2.26
C 0.58 -2.25 -3.42
C 2.99 0.71 -3.72
C 3.78 1.40 2.94
C 2.44 0.00 4.40
H 0.53 4.01 -1.24
C 0.87 -3.49 -1.06
N -0.72 -0.33 2.68
O 0.13 2.44 0.08
C 0.66 2.95 -0.98
H 4.45 0.69 4.83
N -0.70 -0.45 -2.40
C 2.53 0.14 -2.60
N -2.14 0.98 0.97
C 0.16 -1.71 -4.70
C -4.16 2.03 0.13
Ti 0.12 0.52 0.73
H 4.64 1.93 2.64
H 2.60 -0.90 -2.28
H -1.76 1.83 -4.48
C -2.52 -1.14 3.98
O 1.43 0.14 -0.54
O -3.33 -2.38 6.33
C 2.13 2.80 -2.99
H 2.69 1.74 1.07
H -2.88 1.04 -3.42
C -2.03 -0.46 2.83
C 1.58 -3.99 -2.13
H 1.81 -3.75 -4.27
C 1.40 -3.39 -3.35
O -1.21 -2.23 7.19
H -6.01 1.25 1.00
C 2.77 2.05 -3.94
H -4.66 2.80 -0.43
C 3.60 0.72 4.17
C -1.64 -1.52 4.96
C 0.11 -2.33 -1.06
C -0.30 -1.18 4.85
H -2.12 2.43 -0.51
H 2.27 -0.59 5.26
H -1.37 1.89 -2.69
C 1.54 2.21 -1.85
H 2.22 -4.84 -2.07
C -2.79 1.84 0.16
H -3.57 -1.31 4.08
C -2.87 0.27 1.85
H -4.71 -0.43 2.54
H 1.78 3.82 -3.19
C -0.62 -0.60 -4.80
C -2.14 -2.15 6.34
C -1.81 1.32 -3.54
*
```

---

Record 2
Here is a 2-piece molecular cluster, C6H15N3O2 overall at a distorted geometry from the OMol25 dataset. Energies are from ωB97M-V with the def2-TZVPD basis set.

Values from the calculation:
Energy above the lowest of the compared OMol25 structures with the same formula, charge and spin (eV): 1.8113
Largest force on an atom (eV/Å): 4.59
Structure (SMILES): [H]/N=C(\N)NCC.CCC(=O)O
Kohn-Sham gap (Ha): 0.35507
HOMO energy (eV): -9.06
DFT total energy (a.u.): -552.29506

ORCA input file:
```
! wB97M-V def2-TZVPD RIJCOSX def2/J DEFGRID3
* xyz 0 1
H 0.47 -0.10 -2.13
H -2.21 -0.87 -0.92
N 0.08 -0.51 2.80
O -1.60 -3.30 -2.57
C 0.61 2.23 0.46
C 0.83 0.52 2.26
H -0.89 -0.48 3.01
H -0.03 2.37 -0.43
N 2.07 0.78 2.53
H 0.52 -1.15 3.43
H -2.55 -0.62 -2.63
H 0.84 -3.16 -2.37
N -0.01 1.32 1.49
H -0.51 1.08 -2.40
H -0.62 0.33 -0.61
O 0.39 -2.22 -2.20
H -0.76 1.82 1.93
H 1.21 4.30 0.33
C -1.70 -0.95 -1.92
H -0.13 4.04 1.60
C 0.78 3.62 1.07
H 1.55 1.84 0.06
H 1.64 3.58 1.76
C -0.53 0.13 -1.72
H 2.49 0.00 3.03
C -1.09 -2.24 -2.42
*
```

---

Record 3
Here is C12H14BF3N6O2Zn as an isolated structure at a distorted geometry from the OMol25 dataset. Energies are from ωB97M-V with the def2-TZVPD basis set.

Values from the calculation:
Energy above the lowest of the compared OMol25 structures with the same formula, charge and spin (eV): 0.0000
Largest force on an atom (eV/Å): 4.25
Kohn-Sham gap (alpha / beta) (Ha): 0.14841 / 0.16980
HOMO energy (alpha / beta) (eV): -15.49 / -15.49
DFT total energy (a.u.): -3047.80721

ORCA input file:
```
! wB97M-V def2-TZVPD RIJCOSX def2/J DEFGRID3
* xyz 2 1
C -0.44 -2.13 -4.34
F 1.93 1.18 1.41
C 2.46 1.44 -1.02
H -0.70 -3.87 -2.22
H -0.62 2.60 -0.29
O 3.29 1.97 -1.80
N -1.77 -2.36 -0.96
C 2.83 1.74 0.50
H 0.14 1.11 -4.27
H -4.74 -2.45 0.36
H -3.18 -0.41 1.22
N 0.81 -2.78 -0.96
H -2.13 1.58 0.01
C -0.22 -0.95 -5.06
C -0.09 0.06 -4.07
C -3.74 -2.24 0.07
H -0.61 1.20 0.78
N -0.41 -1.81 -3.03
N -0.30 -0.47 -2.84
H -0.86 1.12 -1.08
C -1.07 1.63 -0.15
N 1.13 -1.74 -0.13
C 2.76 -3.25 -0.03
H -0.62 -3.15 -4.64
H 1.59 -4.65 -1.42
H 3.66 -3.74 0.26
F 2.84 3.07 0.76
C -2.97 -2.96 -0.86
H -3.18 -3.85 -1.44
C 2.35 -1.98 0.40
Zn 0.00 -0.20 -0.10
F 4.05 1.23 0.80
N -1.70 -1.30 -0.07
O 1.44 0.72 -1.27
H -0.17 -0.86 -6.13
C -2.92 -1.19 0.51
C 1.75 -3.73 -0.87
B -0.53 -2.77 -1.80
H 2.86 -1.25 1.04
*
```

---

Record 4
Here is one molecule with the formula O2Si at a distorted geometry from the OMol25 dataset. Energies are from ωB97M-V with the def2-TZVPD basis set.

Values from the calculation:
Energy above the lowest of the compared OMol25 structures with the same formula, charge and spin (eV): 2.1605
Largest force on an atom (eV/Å): 4.02
Structure (SMILES): O=[Si]=O
Kohn-Sham gap (Ha): 0.27641
HOMO energy (eV): -11.26
DFT total energy (a.u.): -439.89683

ORCA input file:
```
! wB97M-V def2-TZVPD RIJCOSX def2/J DEFGRID3
* xyz 0 1
O -0.97 0.08 0.86
O 1.20 0.15 -0.41
Si -0.24 -0.23 -0.44
*
```

---

Record 5
Here is a 2-piece molecular cluster, C4H5N5O overall at a distorted geometry from the OMol25 dataset. Energies are from ωB97M-V with the def2-TZVPD basis set.

Values from the calculation:
Energy above the lowest of the compared OMol25 structures with the same formula, charge and spin (eV): 0.1740
Largest force on an atom (eV/Å): 2.19
Structure (SMILES): N#Cc1cnc(N)nn1.O
Kohn-Sham gap (Ha): 0.34183
HOMO energy (eV): -9.79
DFT total energy (a.u.): -504.40925

ORCA input file:
```
! wB97M-V def2-TZVPD RIJCOSX def2/J DEFGRID3
* xyz 0 1
N -0.23 2.01 0.07
N 1.35 3.00 -1.28
H 0.13 -3.29 2.25
N -1.84 -2.48 0.22
H 1.02 3.91 -0.98
O -0.06 -4.14 1.81
C -0.42 -0.34 -0.12
H -0.99 -4.10 1.44
C 0.76 1.90 -0.84
C -0.80 0.89 0.45
N 0.55 -0.38 -1.04
H 2.11 2.94 -1.96
C -1.11 -1.58 0.17
H -1.62 0.95 1.17
N 1.17 0.71 -1.37
*
```

---

Record 6
Here is one molecule with the formula C5H5N3O at a distorted geometry from the OMol25 dataset. Energies are from ωB97M-V with the def2-TZVPD basis set.

Values from the calculation:
Energy above the lowest of the compared OMol25 structures with the same formula, charge and spin (eV): 7.8241
Largest force on an atom (eV/Å): 6.79
Structure (SMILES): [H]/N=c1/ccn2ccon12
Kohn-Sham gap (Ha): 0.30525
HOMO energy (eV): -8.21
DFT total energy (a.u.): -432.75622

ORCA input file:
```
! wB97M-V def2-TZVPD RIJCOSX def2/J DEFGRID3
* xyz 0 1
N -0.88 0.65 -0.34
H 1.37 2.76 0.32
H 0.56 -2.04 -1.76
O -0.56 1.97 0.02
C 1.43 0.70 -0.78
H -1.00 -2.65 0.47
C -1.17 -0.45 0.61
C -1.01 -1.75 -0.10
C 0.02 -1.46 -1.05
N 0.28 -0.06 -1.23
H 2.65 0.67 -0.76
N -1.34 -0.49 2.03
H -1.27 0.34 2.63
C 0.92 1.80 -0.07
*
```

---

The lowest largest force on an atom belongs to which entry? C4H5N5O

---

Which value of energy above the lowest of the compared OMol25 structures with the same formula, charge and spin does entry 1 give? 1.6318 eV

---

The highest energy above the lowest of the compared OMol25 structures with the same formula, charge and spin belongs to which entry? C5H5N3O

---

What did the fourth record say?
Here is one molecule with the formula O2Si at a distorted geometry from the OMol25 dataset. Energies are from ωB97M-V with the def2-TZVPD basis set.

Values from the calculation:
Energy above the lowest of the compared OMol25 structures with the same formula, charge and spin (eV): 2.1605
Largest force on an atom (eV/Å): 4.02
Structure (SMILES): O=[Si]=O
Kohn-Sham gap (Ha): 0.27641
HOMO energy (eV): -11.26
DFT total energy (a.u.): -439.89683

ORCA input file:
```
! wB97M-V def2-TZVPD RIJCOSX def2/J DEFGRID3
* xyz 0 1
O -0.97 0.08 0.86
O 1.20 0.15 -0.41
Si -0.24 -0.23 -0.44
*
```